ORCA calculation (ωB97M-V with the def2-TZVPD basis set) on a cluster of 2 separate species, C6H12O in total at a distorted geometry.

```
19
Properties=species:S:1:pos:R:3:mulliken_charge:R:1
C 1.012 -2.488 0.056 -1.12
C -0.090 -1.585 -0.371 0.70
C -0.163 -1.049 -1.606 -0.90
C -2.088 0.727 2.053 -1.05
C -1.612 0.092 0.732 -0.23
C -0.508 -0.693 0.775 -0.17
H 0.514 -3.501 0.045 0.24
H 1.270 -2.304 1.070 0.36
H 1.911 -2.479 -0.582 0.33
H 0.692 -1.292 -2.363 0.17
H -0.843 -0.457 -2.223 0.28
H -1.275 1.276 2.506 0.30
H -2.939 1.375 1.840 0.35
H -2.617 -0.041 2.662 0.27
H -1.778 0.713 -0.136 0.23
H 0.246 -0.691 1.559 0.24
H 3.063 3.919 -2.673 0.32
H 2.713 4.038 -1.248 0.32
O 2.491 4.439 -2.097 -0.64
```

Summary:
* structure (SMILES): C=C(C)/C=C/C.O
* total charge: 0
* orbital gap: 0.3120 Ha
* relative energy (zero: lowest compared OMol25 entry of this formula, charge and spin): 364.3 kJ/mol
* lowest unoccupied orbital energy: 0.5 eV
* multiplicity: 1